(1)
56
Properties=species:S:1:pos:R:3:forces:R:3:nbo_charge:R:1 method="wB97M-V/def2-TZVPD" smiles="CCCCC[PH3]S(=O)(=O)F.COCCOC.COCCOC" e_tot_ha=-1806.25524 largest_force_ev_per_a=8.41
C -0.63227 2.69265 3.28994 0.220 -1.064 0.947 -0.65
C 0.58525 1.60187 3.44734 -0.049 -0.166 -1.571 -0.41
C 2.04718 2.15902 2.85729 0.101 -1.674 0.670 -0.44
C 2.90134 3.01918 3.95914 0.895 -0.672 -0.180 -0.43
C 3.23420 4.56645 3.53533 0.782 -0.153 1.809 -0.77
P 1.85539 5.46193 2.56537 3.668 -2.005 2.603 0.56
S 0.41521 6.59898 1.43578 -0.869 7.150 -4.338 1.80
O 0.25369 7.99871 2.10381 -0.134 -5.338 -1.789 -0.87
O 0.99084 6.73637 -0.00164 -2.415 -1.282 4.728 -0.87
F -1.10565 5.78753 1.41241 2.111 1.114 -0.005 -0.51
H -0.51691 3.47007 4.16344 -0.399 -1.189 -1.934 0.20
H -1.64799 2.10407 3.47870 2.085 1.462 -0.533 0.23
H -0.62188 3.16662 2.21657 -0.105 -0.795 2.222 0.22
H 0.67390 1.19139 4.55014 -0.069 0.967 -2.240 0.21
H 0.30258 0.68737 2.73404 0.625 1.859 1.650 0.21
H 2.67700 1.16644 2.65020 -1.367 2.223 0.253 0.23
H 1.90917 2.67329 1.81569 0.157 -0.904 2.031 0.20
H 3.95737 2.47898 4.09502 -2.345 1.159 -0.219 0.22
H 2.35980 2.90031 5.00359 1.042 0.655 -2.143 0.22
H 4.27436 4.68913 2.97230 -2.219 -0.455 0.999 0.23
H 3.36845 5.16819 4.55746 -0.236 -1.122 -2.119 0.23
H 0.81701 5.06866 3.48277 0.344 0.251 -0.639 0.04
H 2.52777 6.73183 2.85578 -1.092 -0.664 -0.695 0.09
H 2.21029 4.79083 1.33523 -0.719 0.597 0.448 0.05
C 2.58197 -1.74167 0.84525 -0.155 0.178 0.129 -0.26
O 1.99053 -0.62426 0.19188 0.060 -0.402 -0.178 -0.56
C 1.95504 -0.78417 -1.22890 -0.445 0.243 0.220 -0.09
C 0.55238 -1.16176 -1.71079 0.412 -0.398 -0.054 -0.09
O 0.18991 -2.47614 -1.27547 -0.041 0.396 0.294 -0.56
C -0.70992 -2.45028 -0.17368 0.111 -0.158 -0.090 -0.26
H 2.41128 -1.63948 1.92158 0.001 0.098 -0.178 0.19
H 2.13941 -2.68500 0.51270 0.043 0.043 -0.029 0.18
H 3.65869 -1.75251 0.66181 0.081 -0.116 -0.008 0.17
H 2.69601 -1.52412 -1.55921 -0.185 0.025 0.062 0.18
H 2.22845 0.18048 -1.66406 -0.013 0.011 -0.057 0.19
H 0.54880 -1.17737 -2.80547 0.026 0.047 0.012 0.19
H -0.18903 -0.42127 -1.38321 0.152 -0.086 0.053 0.18
H -1.69728 -2.11914 -0.50877 -0.072 0.068 0.098 0.17
H -0.35122 -1.79532 0.62539 -0.026 0.021 -0.057 0.18
H -0.79761 -3.46518 0.22229 0.060 0.080 -0.141 0.19
C -3.88280 -2.83571 -5.19165 0.209 -0.137 -0.177 -0.25
O -2.55016 -3.10657 -4.77213 -0.435 -0.016 0.263 -0.55
C -2.42284 -3.11892 -3.34767 0.378 -0.333 -0.294 -0.10
C -2.34082 -4.54924 -2.80943 -0.470 0.309 0.145 -0.09
O -3.58174 -5.24117 -2.98213 0.337 0.010 -0.342 -0.55
C -3.54301 -6.15383 -4.07293 -0.151 0.075 0.144 -0.25
H -3.94811 -3.02237 -6.26820 0.128 0.044 0.174 0.19
H -4.60530 -3.48120 -4.68405 0.033 0.051 0.030 0.18
H -4.12603 -1.78761 -5.00346 -0.131 0.058 0.030 0.17
H -3.24703 -2.56835 -2.87517 0.007 -0.175 -0.064 0.17
H -1.49193 -2.59896 -3.10744 -0.009 -0.083 0.058 0.20
H -2.14645 -4.50937 -1.73276 0.033 0.021 -0.055 0.18
H -1.51549 -5.09998 -3.27936 -0.127 0.147 -0.024 0.18
H -2.91915 -7.01455 -3.81450 0.048 -0.043 -0.108 0.17
H -3.16228 -5.68033 -4.98232 0.034 -0.017 0.050 0.18
H -4.56038 -6.50453 -4.26386 0.093 0.081 0.136 0.19

***

(2)
76
Properties=species:S:1:pos:R:3:forces:R:3:lowdin_charge:R:1 method="wB97M-V/def2-TZVPD" e_tot_ha=-2582.07101 charge=+1 largest_force_ev_per_a=3.54
O 1.42490 2.80139 -0.15331 -0.460 -0.212 -0.430 0.16
C 0.36233 3.32164 -0.21467 -0.167 0.783 0.793 -0.45
O 0.11094 4.49385 0.48444 -0.784 -1.319 -1.614 0.13
C -0.81525 2.79757 -1.09677 -1.396 -0.046 -1.221 -0.02
C -1.21724 3.62080 -2.23674 -0.767 -1.998 0.656 0.07
C -2.31162 3.19231 -3.07975 0.859 0.685 0.828 0.04
N -2.97883 2.02311 -2.79304 1.294 -0.045 1.208 0.11
C -2.62432 1.20278 -1.73766 1.510 0.869 0.855 0.02
C -1.53028 1.54059 -0.85363 -1.143 0.992 -1.581 -0.10
P -1.07800 0.38921 0.53071 1.904 -1.611 2.509 0.57
O -0.13393 0.95857 1.51772 -1.273 0.808 -1.267 -0.24
O -2.39249 -0.22209 1.33446 1.433 0.217 -3.046 -0.11
O -0.30295 -0.89880 -0.20000 -1.400 2.459 -0.346 -0.17
H -0.75271 4.82872 0.16922 0.396 0.093 0.573 0.12
H -0.65986 4.55896 -2.45029 -0.686 -0.825 0.023 0.15
H -2.63002 3.83791 -3.95534 0.355 -1.126 0.793 0.13
H -3.75497 1.69165 -3.37185 0.358 0.491 0.034 0.18
H -3.20338 0.26646 -1.56104 0.401 1.016 -0.450 0.15
H -2.60659 -1.06741 0.88195 -0.237 0.170 0.686 0.10
H 0.57377 -0.49497 -0.45048 -0.153 -0.827 0.036 0.09
C -1.49064 4.51131 -6.90528 0.107 0.217 -0.675 -0.66
O -2.13819 4.17415 -5.91195 -0.014 -0.130 0.456 -0.03
N -2.04960 4.65844 -8.12466 -0.431 -0.075 0.206 0.18
N -0.15621 4.76386 -6.85132 0.231 -0.071 0.477 0.16
H -1.53475 4.93360 -8.94034 0.040 0.012 0.080 0.11
H -3.04237 4.48080 -8.21070 -0.020 -0.119 -0.151 0.07
H 0.29545 4.66491 -5.95983 0.045 0.028 -0.144 0.10
H 0.39116 5.03971 -7.64540 -0.054 -0.004 0.015 0.10
C -4.60250 2.18120 -8.87912 0.033 -0.032 -0.175 -0.67
O -4.67272 3.39917 -8.79721 0.071 0.057 0.104 0.01
N -4.92800 1.35879 -7.84460 -0.063 -0.062 0.493 0.15
N -4.19545 1.54667 -10.00828 0.156 0.087 -0.285 0.16
H -4.87895 0.35804 -7.89019 -0.034 0.047 -0.074 0.10
H -5.23514 1.79461 -6.99365 -0.033 -0.009 -0.139 0.10
H -3.94776 2.12263 -10.79407 -0.057 -0.076 0.047 0.11
H -4.13154 0.54953 -10.09654 -0.032 0.042 0.008 0.10
C 0.00197 -2.88450 3.11959 0.046 -0.104 0.229 -0.68
O -0.24980 -3.96185 2.59944 -0.015 0.076 -0.125 0.02
N 0.16073 -1.74268 2.39039 0.168 -0.197 0.157 0.14
N 0.14466 -2.73384 4.46237 -0.063 -0.319 0.228 0.16
H 0.36786 -0.84586 2.79104 0.004 -0.012 -0.042 0.08
H 0.06305 -1.82145 1.39741 0.139 -0.132 0.151 0.04
H 0.03405 -3.55683 5.03388 0.013 0.148 0.124 0.09
H 0.35106 -1.85896 4.90653 0.001 -0.035 -0.042 0.10
C 2.95400 -2.20976 -1.14022 0.040 -0.383 0.179 -0.68
O 2.87420 -0.98780 -1.06826 -0.500 0.217 -0.048 0.00
N 2.63927 -3.02431 -0.09966 -0.175 0.184 0.277 0.17
N 3.36172 -2.85483 -2.26429 0.057 0.206 -0.437 0.16
H 2.69592 -4.02527 -0.13702 -0.017 0.038 0.016 0.11
H 2.33300 -2.58548 0.75303 0.059 -0.134 0.003 0.09
H 3.60512 -2.28654 -3.05679 0.043 -0.072 0.083 0.11
H 3.43167 -3.85240 -2.34058 0.028 0.043 0.065 0.10
C -1.01127 -3.26252 8.17892 -0.106 0.027 0.077 -0.68
O -0.27704 -3.92992 7.46217 0.137 -0.039 -0.039 0.00
N -0.57033 -2.17710 8.86946 0.330 0.241 -0.003 0.16
N -2.32840 -3.55088 8.34463 -0.258 -0.252 -0.149 0.16
H -1.15466 -1.61738 9.46212 0.010 -0.058 -0.012 0.10
H 0.39991 -1.93414 8.77139 -0.091 -0.026 0.058 0.11
H -2.68929 -4.34756 7.84892 0.024 0.073 0.056 0.11
H -2.94752 -3.01830 8.92681 0.057 -0.017 -0.003 0.10
C 5.36845 3.53474 -1.37188 0.116 -0.153 -0.143 -0.69
O 6.07596 2.86197 -2.10041 -0.042 0.060 0.007 0.03
N 5.84068 4.60918 -0.67822 0.283 0.312 0.108 0.15
N 4.04390 3.27156 -1.18743 -0.269 -0.017 -0.251 0.15
H 5.27605 5.17544 -0.07346 0.014 -0.064 -0.012 0.09
H 6.81378 4.83399 -0.78910 -0.094 -0.036 0.020 0.10
H 3.66091 2.48508 -1.68202 0.066 -0.025 0.187 0.10
H 3.44397 3.81100 -0.59343 0.083 -0.119 0.084 0.07
C 2.33830 -7.32795 9.26935 -0.068 -0.220 0.112 -0.70
O 2.51092 -8.41465 9.79339 0.029 0.056 -0.030 0.02
N 3.36891 -6.56304 8.80877 0.461 0.135 -0.083 0.14
N 1.10292 -6.78243 9.09769 -0.402 0.130 0.027 0.15
H 3.24814 -5.66718 8.37470 -0.057 -0.059 0.009 0.09
H 4.29700 -6.93196 8.91739 -0.104 0.023 -0.005 0.10
H 0.31766 -7.31671 9.42432 0.102 0.029 -0.037 0.10
H 0.94026 -5.88860 8.66828 -0.039 -0.013 -0.080 0.07